Record 1
Here is C23H10Br2Cl2IN2O5RuS4 as an isolated structure from the OMol25 dataset. Energies are from ωB97M-V/def2-TZVPD.

Structure (XYZ):
```
50
Properties=species:S:1:pos:R:3:forces:R:3:mulliken_spin:R:1
Ru -0.795 0.199 0.667 0.177 0.079 0.604 0.856
Br 2.272 -3.081 -2.768 0.002 0.003 -0.009 0.000
C 1.352 -1.486 -3.237 0.009 0.004 -0.010 0.005
C 1.498 -0.969 -4.522 -0.002 -0.005 0.027 0.001
C 0.851 0.180 -4.892 0.000 0.015 -0.037 -0.002
Br 1.081 0.829 -6.676 -0.001 -0.004 0.005 0.000
C 0.026 0.879 -3.977 -0.010 -0.024 0.031 0.003
C -0.681 2.066 -4.258 0.003 0.015 -0.001 -0.001
C -1.443 2.642 -3.282 0.000 0.015 -0.003 0.001
C -1.500 2.054 -2.010 0.017 0.009 0.025 -0.004
N -0.851 0.951 -1.716 0.119 -0.145 0.005 0.023
C -0.107 0.352 -2.671 -0.031 0.053 -0.040 0.010
C 0.546 -0.885 -2.249 -0.028 -0.025 0.076 -0.022
O 0.355 -1.317 -1.094 0.059 -0.107 -0.121 0.030
H 2.129 -1.488 -5.231 0.000 0.000 -0.002 0.000
H -0.607 2.509 -5.243 -0.002 -0.004 0.001 0.000
H -1.988 3.559 -3.465 -0.006 -0.002 0.000 0.000
H -2.075 2.500 -1.210 0.009 0.025 0.017 0.003
O -6.175 0.472 4.887 0.006 0.019 -0.004 -0.001
C -5.225 0.469 4.135 -0.002 -0.020 0.001 -0.001
S -3.546 0.385 4.671 -0.008 -0.004 -0.013 0.000
C -2.810 0.426 3.078 -0.035 -0.007 -0.027 -0.023
C -3.634 0.491 2.020 0.004 -0.012 0.055 0.026
S -3.110 0.585 0.369 -0.064 0.024 -0.057 0.005
S -5.354 0.523 2.377 0.016 -0.006 0.014 0.002
S -1.070 0.460 2.934 0.023 -0.064 -0.281 0.061
Cl 3.369 -4.913 2.847 0.003 0.004 0.000 0.001
C 2.011 -3.952 2.294 -0.032 -0.031 -0.001 0.017
C 0.787 -4.543 2.158 0.045 0.029 0.002 -0.011
C -0.315 -3.803 1.717 -0.064 0.008 -0.020 0.020
I -2.165 -4.736 1.508 0.020 0.004 0.005 0.000
C -0.234 -2.450 1.391 0.040 -0.029 0.042 -0.022
O -1.237 -1.768 0.973 0.016 0.156 -0.089 0.018
C 1.071 -1.846 1.561 0.028 -0.032 0.019 0.035
N 1.166 -0.523 1.250 -0.243 0.139 -0.166 -0.001
C 2.317 0.095 1.334 0.059 -0.020 0.027 0.005
C 3.482 -0.571 1.759 -0.028 -0.034 0.000 -0.005
C 3.420 -1.892 2.090 0.021 0.003 -0.002 0.009
C 2.191 -2.581 1.995 -0.011 0.030 -0.006 -0.013
H 0.670 -5.593 2.391 -0.005 -0.001 0.000 -0.001
H 2.330 1.130 1.020 -0.005 -0.034 0.012 0.002
H 4.414 -0.023 1.805 0.002 -0.002 0.002 0.000
H 4.302 -2.429 2.415 0.002 0.001 0.001 0.001
Cl -0.432 5.339 -0.651 -0.007 -0.025 -0.011 0.000
C 0.480 4.452 0.621 -0.009 -0.080 -0.050 -0.001
C 0.604 2.954 0.279 0.010 0.085 0.176 -0.007
O -0.404 2.283 0.656 -0.063 -0.014 -0.079 -0.022
O 1.642 2.571 -0.260 -0.021 0.031 -0.113 0.002
H -0.070 4.588 1.547 -0.012 -0.010 0.001 0.000
H 1.465 4.906 0.664 0.002 -0.010 -0.004 0.000
```
Positions in Å, forces in eV/Å.

Output
strongest force on any atom = 0.6 eV Å⁻¹
calculated total energy = -256390.6641 eV
E_LUMO (alpha / beta) = 3.91 / 3.91 eV
2S+1 = 2
total charge = -2
<S²> = 0.7585
HOMO (alpha / beta) = -0.062 / -0.066 hartree
frontier orbital gap (alpha / beta) = 5.607 / 5.694 eV



Record 2
Here is C23H10Br4CoN5O4 as an isolated structure from the OMol25 dataset. Energies are from ωB97M-V/def2-TZVPD.

Structure (XYZ):
```
47
Properties=species:S:1:pos:R:3:forces:R:3:mulliken_spin:R:1
Co -0.154 -0.405 0.216 -0.098 0.179 -0.078 0.994
O 4.853 -5.878 -0.221 -0.066 0.016 0.002 0.000
C 5.369 -4.640 -0.389 -0.048 0.036 -0.005 0.000
O 6.521 -4.505 -0.695 0.013 -0.010 0.006 0.000
C 4.427 -3.494 -0.185 0.045 -0.034 -0.011 0.000
C 3.282 -3.598 0.601 0.003 0.058 -0.021 -0.001
C 2.423 -2.523 0.742 0.073 -0.065 -0.015 -0.001
C 2.726 -1.333 0.093 -0.123 0.098 0.046 0.009
C 3.870 -1.214 -0.689 -0.005 0.010 0.000 -0.001
C 4.725 -2.293 -0.819 -0.018 -0.038 0.021 -0.001
N 1.810 -0.253 0.235 0.301 0.048 -0.030 -0.002
C 2.236 0.925 0.483 -0.178 -0.054 -0.001 0.008
C 1.223 1.974 0.638 0.081 -0.059 -0.018 -0.013
C 1.495 3.262 1.057 -0.086 -0.029 -0.060 0.001
C 0.424 4.127 1.245 0.021 0.008 -0.093 -0.002
C -0.857 3.677 0.984 -0.009 0.004 -0.060 0.000
C -1.051 2.366 0.564 0.013 0.060 0.042 -0.001
N -0.028 1.538 0.405 0.120 0.074 -0.058 -0.022
H 3.894 -5.824 -0.110 0.087 -0.018 -0.012 0.000
H 3.051 -4.516 1.130 -0.028 0.011 0.016 0.000
H 1.518 -2.594 1.325 -0.006 0.001 -0.001 -0.003
H 4.069 -0.293 -1.221 -0.014 0.017 0.001 0.000
H 5.618 -2.226 -1.423 0.006 -0.014 0.000 0.000
H 3.291 1.146 0.626 0.023 0.012 -0.007 -0.001
H 2.511 3.562 1.273 0.004 0.015 0.005 0.000
H 0.591 5.130 1.611 -0.009 -0.028 0.023 0.000
H -1.713 4.320 1.130 0.001 -0.008 0.010 0.000
H -2.028 1.937 0.376 -0.003 0.000 -0.007 -0.001
Br -3.739 -5.928 -1.461 -0.016 0.002 -0.003 0.000
C -3.233 -4.152 -1.058 0.098 -0.044 0.010 0.001
C -4.169 -3.132 -1.041 -0.046 0.062 0.010 -0.001
Br -5.987 -3.483 -1.424 -0.008 -0.009 -0.004 0.000
C -3.769 -1.822 -0.732 0.009 -0.019 -0.006 0.002
Br -4.979 -0.370 -0.700 0.002 -0.006 0.001 0.000
C -2.446 -1.531 -0.440 0.025 -0.043 -0.010 -0.010
O -1.990 -0.328 -0.152 -0.022 -0.061 0.026 0.009
C -1.483 -2.577 -0.466 0.013 0.058 0.017 0.005
O -0.238 -2.233 -0.207 -0.016 -0.031 0.000 0.004
C -1.889 -3.866 -0.770 -0.044 -0.019 -0.017 0.001
Br -0.540 -5.195 -0.783 -0.014 0.021 0.003 0.000
N 0.000 -0.289 2.389 0.137 -0.262 0.174 0.020
C -0.121 0.322 3.365 -0.495 -0.134 -0.049 0.005
C -0.338 1.137 4.475 0.331 0.202 -0.061 0.000
C 0.129 2.465 4.359 -0.129 0.072 0.060 0.001
N 0.499 3.549 4.193 0.075 -0.055 0.119 0.001
C -0.993 0.676 5.636 -0.003 -0.026 0.039 0.000
N -1.524 0.307 6.593 0.003 0.003 -0.007 0.000
```
Positions in Å, forces in eV/Å.

Output
strongest force on any atom = 0.5 eV Å⁻¹
calculated total energy = -357453.9640 eV
E_LUMO (alpha / beta) = 0.83 / 0.82 eV
2S+1 = 2
total charge = -1
<S²> = 0.7674
HOMO (alpha / beta) = -0.178 / -0.181 hartree
frontier orbital gap (alpha / beta) = 5.678 / 5.740 eV



Record 3
Here is C23H12Cl6N3O2SZn as an isolated structure from the OMol25 dataset. Energies are from ωB97M-V/def2-TZVPD.

Structure (XYZ):
```
48
Properties=species:S:1:pos:R:3:forces:R:3:nbo_charge:R:1
Zn 0.608 0.885 -0.520 1.055 1.083 0.486 1.626
Cl -0.607 5.824 4.014 0.015 0.198 0.365 -0.006
C -0.577 4.890 2.568 -0.633 0.423 -0.553 -0.119
C -1.391 5.250 1.496 0.413 -0.024 0.826 -0.124
Cl -2.435 6.614 1.631 -0.237 0.326 0.029 -0.008
C -1.366 4.507 0.325 0.407 -0.561 -0.202 -0.157
Cl -2.399 4.930 -0.991 -0.154 0.007 -0.363 -0.025
C -0.520 3.400 0.168 -0.050 0.923 1.383 0.260
O -0.444 2.701 -0.896 0.234 -1.264 -1.169 -0.878
C 0.305 3.007 1.299 -1.009 1.294 0.096 0.346
O 1.025 1.964 1.168 0.843 -1.409 -0.329 -0.904
C 0.245 3.776 2.470 0.097 -0.441 -0.567 -0.189
Cl 1.221 3.292 3.808 0.224 -0.180 0.203 -0.015
Cl 1.541 -1.571 -2.649 0.011 -0.209 -0.268 -0.011
C 2.504 -2.540 -1.592 0.222 -0.159 0.248 -0.110
C 2.851 -3.815 -2.000 -0.013 -0.102 -0.057 -0.229
C 3.638 -4.612 -1.188 0.010 0.020 0.050 -0.247
C 4.073 -4.120 0.032 -0.011 -0.064 -0.090 -0.218
C 3.718 -2.846 0.424 -0.174 -0.055 -0.331 -0.108
Cl 4.302 -2.277 1.939 0.209 0.014 0.420 0.011
C 2.925 -1.992 -0.371 0.052 0.255 -0.053 -0.095
S 2.657 -0.362 0.154 -0.459 0.502 -0.216 -0.453
H 2.518 -4.173 -2.962 -0.076 -0.012 -0.072 0.216
H 3.918 -5.608 -1.496 0.004 -0.070 -0.074 0.207
H 4.704 -4.714 0.676 0.001 -0.037 0.069 0.216
C -1.563 -1.837 3.875 0.255 0.167 -0.083 -0.168
C -0.417 -1.112 3.580 -0.194 -0.191 0.267 -0.208
C -0.212 -0.622 2.308 0.022 0.198 -0.614 -0.162
C -1.161 -0.852 1.302 -0.511 -0.812 1.660 0.130
C -2.316 -1.593 1.609 0.135 0.163 -0.241 -0.189
C -2.506 -2.077 2.884 -0.135 -0.063 -0.029 -0.236
N -0.923 -0.347 0.050 -1.851 -0.227 -3.094 -0.280
N -1.804 -0.601 -0.864 1.032 -0.499 3.657 -0.188
C -1.557 -0.110 -2.103 0.423 0.964 -2.538 0.305
C -2.542 -0.311 -3.090 0.357 -0.055 0.781 -0.200
C -2.326 0.179 -4.357 0.392 0.324 -0.292 -0.171
C -1.146 0.873 -4.626 -0.338 -0.223 0.147 -0.232
C -0.224 1.023 -3.602 0.147 0.132 -0.124 0.079
N -0.412 0.533 -2.391 -0.600 -0.346 0.516 -0.508
H -1.723 -2.209 4.876 -0.027 -0.062 0.108 0.209
H 0.321 -0.921 4.344 0.034 0.023 0.026 0.224
H 0.677 -0.054 2.079 0.070 0.126 -0.032 0.286
H -3.042 -1.761 0.828 -0.073 -0.054 0.025 0.227
H -3.397 -2.643 3.116 -0.062 -0.021 -0.012 0.209
H -3.444 -0.840 -2.826 -0.020 -0.027 0.048 0.230
H -3.063 0.037 -5.135 -0.042 -0.007 -0.001 0.218
H -0.946 1.286 -5.604 0.013 0.004 0.008 0.224
H 0.710 1.547 -3.758 -0.007 0.027 -0.016 0.216
```
Positions in Å, forces in eV/Å.

Output
strongest force on any atom = 3.8 eV Å⁻¹
calculated total energy = -167002.1806 eV
E_LUMO = 0.25 eV
total charge = -1
HOMO = -0.130 hartree
frontier orbital gap = 3.800 eV



Which of these has the lowest strongest force on any atom?
C23H10Br4CoN5O4